*1*
Here is a single C3H6N4 molecule from OMol25. Energies are from wB97M-V/def2-TZVPD.

- Frontier orbital gap: 0.356 hartree
- SMILES: [H]/N=C\N(/C=N\[H])/C=N\[H]
- HOMO: -9.9 eV

```
! wB97M-V def2-TZVPD RIJCOSX def2/J DEFGRID3
* xyz 0 1
C -1.2832 -0.4956 0.5207
C 0.8881 -0.5159 -0.8936
C -0.0079 1.4671 0.2832
H -1.3014 -2.1780 -0.4721
H -1.4207 0.1944 1.5977
H 1.3441 0.3637 -1.3665
H 0.8207 -2.0713 -0.0455
H -1.1427 1.8704 0.4052
H 1.6923 2.2351 0.1372
N -1.7607 -1.7394 0.4113
N -0.1096 0.1287 -0.2233
N 1.3536 -1.7409 -0.8889
N 0.9272 2.4818 0.5346
*
```

*2*
Here is a single C3H6N4 molecule from OMol25. Energies are from wB97M-V/def2-TZVPD.

- Frontier orbital gap: 0.316 hartree
- SMILES: Nc1c[nH]c(N)n1
- HOMO: -7.7 eV

```
! wB97M-V def2-TZVPD RIJCOSX def2/J DEFGRID3
* xyz 0 1
C -1.1553 -0.0287 -0.1702
C -0.6920 1.2120 -0.1267
C 1.0492 -0.1619 0.0257
H -2.3165 -1.6494 0.3350
H -3.2485 -0.1056 0.0922
H -1.0244 2.1693 0.0529
H 1.4127 1.8081 0.0033
H 2.1478 -1.6905 -0.2366
H 3.1644 -0.3103 0.2850
N -2.4069 -0.6905 -0.1245
N 0.7975 1.0983 -0.0034
N 2.2564 -0.7405 -0.2040
N 0.0157 -0.9103 0.0713
*
```

*3*
Here is a molecular structure, C3H6N4 from OMol25. Energies are from wB97M-V/def2-TZVPD.

- Frontier orbital gap: 0.362 hartree
- HOMO: -8.8 eV

```
! wB97M-V def2-TZVPD RIJCOSX def2/J DEFGRID3
* xyz 0 1
C 1.9136 -0.5871 -0.2839
N 0.4215 1.2719 0.7104
C -1.2619 -0.0961 0.1090
C 0.6365 -0.0445 0.2487
N -2.5796 -0.1148 -0.0866
N -0.3588 0.8592 -0.4994
N -0.4498 -0.8982 0.7240
H 1.1468 1.9079 0.3782
H -3.0218 0.6988 -0.4774
H -3.1260 -0.8071 0.3960
H 1.7044 -1.4298 -0.9391
H 2.4582 0.1795 -0.8322
H 2.5170 -0.9397 0.5522
*
```

*4*
Here is a single C3H6N4 molecule from OMol25. Energies are from wB97M-V/def2-TZVPD.

- Frontier orbital gap: 0.371 hartree
- SMILES: NCc1c[nH]nn1
- HOMO: -9.3 eV

```
! wB97M-V def2-TZVPD RIJCOSX def2/J DEFGRID3
* xyz 0 1
C -1.2762 0.1772 0.4438
C 0.1517 -0.0395 0.1639
C 1.1581 0.8792 -0.1017
H -1.9442 -1.5003 -0.4396
H -2.3189 -0.2082 -1.3529
H -1.3683 1.2594 0.3229
H -1.4386 0.0813 1.5744
H 1.0796 1.9513 -0.2469
H 3.3025 0.2866 -0.0905
N -2.2084 -0.4881 -0.3238
N 2.2511 0.0893 -0.1771
N 1.9618 -1.1707 0.0285
N 0.6498 -1.3176 0.1991
*
```

*2* has the most favorable energy; the next structure is 0.582 eV above.